Molecular formula: C16H38N6O9
Method: DFT, ωB97M-V/def2-TZVPD

```
69
Properties=species:S:1:pos:R:3:forces:R:3:nbo_charge:R:1
C -18.661 -2.904 5.489 -0.2 0.0 -3.6 -0.292
O -18.363 -4.356 5.298 0.2 0.9 1.7 -0.538
C -18.952 -5.114 4.339 -0.6 0.9 0.0 0.995
O -19.784 -4.756 3.550 0.2 -0.1 0.3 -0.619
O -18.406 -6.322 4.449 0.5 -2.3 0.3 -0.533
C -19.065 -7.563 3.902 -0.5 2.2 -0.8 -0.253
H -19.717 -2.633 5.491 -0.1 -0.7 0.3 0.204
H -18.273 -2.497 4.555 -0.4 0.2 -0.4 0.212
H -18.104 -2.216 6.125 0.4 -1.6 1.3 0.218
H -20.038 -7.664 4.384 0.2 -0.1 0.1 0.207
H -18.472 -8.477 3.942 0.5 0.6 0.8 0.202
H -19.214 -7.377 2.839 -0.2 0.1 0.0 0.200
C -14.470 -7.184 8.314 -1.7 0.6 -0.5 -0.438
N -14.266 -6.159 9.333 0.4 -1.4 -0.8 -0.610
C -14.981 -6.216 10.473 1.4 2.2 0.8 0.704
C -14.805 -4.935 11.279 0.7 -0.6 0.6 -0.724
O -15.654 -7.147 10.862 -0.3 -0.6 -0.8 -0.674
H -15.432 -6.895 7.891 -0.3 -0.4 -0.3 0.197
H -14.658 -8.171 8.736 0.7 0.1 0.0 0.233
H -13.827 -7.125 7.435 0.6 -0.2 0.7 0.221
H -13.612 -5.418 9.122 -0.4 0.0 0.5 0.406
H -15.062 -5.090 12.326 -0.9 0.2 -0.3 0.249
H -15.260 -4.092 10.759 -0.2 0.0 0.4 0.239
H -13.737 -4.755 11.409 0.2 0.2 -0.6 0.225
C -17.579 -9.803 14.783 1.1 -0.4 0.6 -0.715
C -17.555 -8.865 13.657 1.5 -2.6 -1.7 0.685
N -16.620 -9.044 12.652 -1.1 0.3 1.8 -0.854
O -18.485 -8.148 13.508 -2.2 3.0 -0.5 -0.648
H -18.210 -9.332 15.537 0.1 -0.6 0.1 0.250
H -16.555 -9.987 15.108 -0.1 0.0 0.5 0.211
H -17.940 -10.756 14.396 -0.4 0.0 0.3 0.237
H -15.961 -9.805 12.730 0.1 0.7 -0.4 0.395
H -16.666 -8.284 11.988 0.8 -0.6 -0.4 0.435
C -18.499 -5.755 8.325 0.3 1.4 0.7 -0.704
C -19.107 -5.849 9.717 -0.5 -1.7 -0.6 0.672
N -18.366 -6.115 10.791 1.3 0.3 0.1 -0.828
O -20.311 -5.786 9.895 -1.4 0.6 -0.7 -0.687
H -19.011 -6.227 7.487 0.0 -0.5 0.5 0.253
H -17.420 -5.908 8.334 -0.1 -0.3 -0.2 0.195
H -18.639 -4.696 8.105 0.2 0.3 -0.2 0.244
H -18.891 -6.122 11.654 0.3 -0.2 0.2 0.425
H -17.401 -6.410 10.757 -0.2 0.1 0.1 0.407
C -22.948 -9.427 6.182 0.7 -1.3 -0.6 -0.718
C -22.400 -8.066 6.472 -1.3 -0.1 -1.0 0.649
N -21.443 -7.839 7.322 2.4 -1.7 2.6 -0.808
O -22.770 -7.067 5.931 -2.4 1.7 -2.5 -0.635
H -22.694 -9.713 5.162 -0.1 0.5 -0.4 0.240
H -24.032 -9.531 6.228 0.2 0.4 0.4 0.251
H -22.433 -10.231 6.708 -0.3 0.1 0.7 0.209
H -21.390 -6.857 7.552 0.5 -0.2 0.5 0.430
H -21.155 -8.592 7.931 0.2 0.6 0.4 0.383
C -15.045 -4.579 5.781 -0.1 -0.4 0.5 -0.721
C -15.035 -3.057 5.654 -0.5 -2.7 -0.9 0.664
N -14.327 -2.410 6.527 1.9 1.0 3.1 -0.804
O -15.539 -2.490 4.740 -1.6 1.1 -2.2 -0.617
H -15.688 -5.000 6.553 -0.6 0.6 0.0 0.231
H -14.083 -4.943 6.140 0.4 0.0 -0.6 0.197
H -15.358 -5.042 4.845 0.3 0.2 0.1 0.257
H -13.951 -2.923 7.312 0.1 0.5 -0.1 0.380
H -14.243 -1.406 6.463 0.0 -0.2 0.1 0.412
C -21.596 -4.037 12.545 -0.8 -0.8 -1.1 -0.732
C -21.084 -5.168 13.475 -0.4 2.4 -1.8 0.672
N -20.707 -6.290 12.925 0.4 -2.5 -2.5 -0.838
O -20.951 -5.017 14.638 -0.1 1.1 3.8 -0.630
H -21.980 -4.418 11.599 -0.2 -0.7 0.0 0.225
H -20.874 -3.356 12.096 0.5 0.2 1.0 0.233
H -22.457 -3.516 12.965 0.5 0.2 0.4 0.229
H -20.847 -6.447 11.938 -0.1 0.0 0.0 0.409
H -20.312 -7.039 13.475 0.0 0.2 0.1 0.430
```
Forces are in eV/Å.

As for the net charge: 0. For the energy relative to the best compared isomer or geometry (same formula, charge and spin), the calculation gives 48.1 kcal/mol. The HOMO energy comes out at -0.3262 Eh. Its SMILES is COC(=O)OC.CNC(C)=O.CC(N)=O.CC(N)=O.CC(N)=O.CC(N)=O.CC(N)=O.



Molecular formula: C2H9NS2
Method: DFT, ωB97M-V/def2-TZVPD

```
14
Properties=species:S:1:pos:R:3:forces:R:3:mulliken_spin:R:1
C -1.086 -1.284 -1.991 -2.0 -0.9 -1.0 0.000
N -1.528 -0.938 -0.623 1.7 0.4 -0.6 0.019
H -1.932 -1.822 -2.442 0.2 -0.3 -0.2 0.001
H -1.006 -0.484 -2.731 0.7 0.5 0.7 -0.001
H -0.283 -2.012 -2.046 0.5 0.4 0.3 0.000
H -2.376 -0.409 -0.711 -0.4 -0.1 0.3 0.000
H -1.705 -1.839 -0.210 -0.4 0.1 0.5 0.000
C 1.473 1.218 2.593 -0.1 0.7 -1.1 0.029
S 2.478 1.190 1.007 -1.0 0.2 0.4 0.567
S 1.186 1.967 -0.327 -0.2 -0.4 0.6 0.328
H 1.984 1.714 3.412 0.5 -0.8 0.1 0.000
H 0.530 1.763 2.491 0.1 -0.2 -0.5 -0.001
H 1.281 0.139 2.556 0.0 0.1 1.0 0.038
H 0.985 0.798 -0.978 0.3 0.1 -0.4 0.021
```
Forces are in eV/Å.

As for the expectation value of S²: 0.75. As for the net charge: +1. For the energy relative to the best compared isomer or geometry (same formula, charge and spin), the calculation gives 5.9 kcal/mol. The spin multiplicity is 2. The HOMO energy (spin up / spin down) comes out at -0.4663 / -0.4622 Eh.



Molecular formula: C6H13N
Method: DFT, ωB97M-V/def2-TZVPD

```
20
Properties=species:S:1:pos:R:3:forces:R:3:nbo_charge:R:1
C 1.847 -1.561 -0.438 0.2 -0.1 0.1 -0.447
C 0.604 -1.116 -0.503 -0.5 1.7 2.3 0.059
C -0.443 -1.668 -1.412 -0.1 -0.1 0.2 -0.672
C 0.144 0.188 0.522 1.3 -4.2 -2.1 -0.046
C -1.088 -0.190 1.320 0.3 0.1 0.0 -0.635
N -0.076 1.167 -0.459 -0.7 4.9 1.7 -0.619
C -0.263 2.598 0.372 0.2 -2.2 -2.1 -0.442
H 2.173 -2.439 -0.983 0.0 0.1 -0.3 0.192
H 2.598 -1.097 0.187 0.0 0.0 0.2 0.193
H -1.221 -2.171 -0.837 -0.1 0.0 0.0 0.216
H -0.911 -0.860 -1.972 -0.1 0.0 0.0 0.234
H -0.025 -2.398 -2.107 0.0 0.1 0.0 0.215
H 1.004 0.372 1.186 -0.1 -0.1 -0.1 0.162
H -0.952 -1.180 1.753 0.0 0.0 0.1 0.220
H -1.964 -0.193 0.676 -0.1 0.0 0.0 0.217
H -1.247 0.518 2.132 -0.1 0.0 0.1 0.210
H 0.771 1.300 -1.006 -0.1 0.0 0.1 0.359
H -1.267 2.596 0.787 0.0 0.0 -0.1 0.199
H 0.479 2.762 1.163 0.0 -0.4 -0.2 0.181
H -0.163 3.373 -0.384 -0.1 0.1 0.1 0.202
```
Forces are in eV/Å.

As for the net charge: 0. For the energy relative to the best compared isomer or geometry (same formula, charge and spin), the calculation gives 36.7 kcal/mol. The HOMO energy comes out at -0.3400 Eh. Its SMILES is C=C(C)[C@H](C)NC.



Molecular formula: H2N2P
Method: DFT, ωB97M-V/def2-TZVPD

```
5
Properties=species:S:1:pos:R:3:forces:R:3:nbo_charge:R:1
N -1.134 0.146 -0.493 3.0 -2.1 2.0 -0.974
N 1.325 1.245 1.031 -0.3 0.1 -0.4 -0.526
P 0.065 1.145 0.237 -1.3 -0.2 0.1 1.595
H -0.471 -0.699 -0.189 -1.0 0.7 -1.8 0.427
H -1.875 -0.269 0.117 -0.4 1.5 0.0 0.478
```
Forces are in eV/Å.

As for the net charge: +1. For the energy relative to the best compared isomer or geometry (same formula, charge and spin), the calculation gives 73.5 kcal/mol. The HOMO energy comes out at -0.6750 Eh.



Molecular formula: C23H18AgN2O2
Method: DFT, ωB97M-V/def2-TZVPD

```
46
Properties=species:S:1:pos:R:3:forces:R:3:nbo_charge:R:1
Ag 0.511 0.538 -0.234 -0.2 1.3 -0.9 0.701
C -3.072 0.006 -1.064 0.0 0.0 -0.2 -0.248
O -2.162 -0.242 -0.021 -0.1 -0.1 0.1 -0.493
C -2.527 0.134 1.235 0.3 -0.1 0.0 0.283
C -3.823 0.490 1.575 -0.2 0.1 0.0 -0.303
C -4.139 0.851 2.879 0.1 0.0 0.0 -0.216
C -3.149 0.860 3.848 -0.1 0.1 0.0 -0.247
C -1.854 0.511 3.508 0.2 -0.1 -0.3 -0.218
C -1.504 0.148 2.204 -0.6 0.2 0.5 0.147
N -0.214 -0.251 1.817 0.6 -0.2 0.5 -0.327
N 0.666 -0.014 2.712 -0.8 -0.2 0.1 -0.184
C 1.963 -0.328 2.507 0.7 -0.1 -0.5 -0.088
C 2.522 -0.761 1.248 -0.4 0.0 0.3 0.416
O 1.834 -1.092 0.239 0.4 -0.5 0.1 -0.717
C 3.964 -0.803 1.152 0.4 -0.2 0.1 -0.271
C 4.774 -0.579 2.208 -0.1 0.0 -0.2 -0.152
C 4.245 -0.220 3.486 -0.2 0.1 0.2 -0.145
C 5.086 0.010 4.589 0.0 0.0 0.0 -0.171
C 4.574 0.378 5.808 0.1 0.0 0.1 -0.263
C 3.189 0.529 5.953 0.0 0.0 -0.1 -0.220
C 2.348 0.304 4.890 0.0 0.1 0.1 -0.216
C 2.845 -0.076 3.627 0.0 0.0 -0.1 0.082
H -3.974 -0.608 -0.973 0.0 0.0 0.0 0.161
H -2.556 -0.259 -1.985 0.0 0.0 0.0 0.202
H -3.352 1.062 -1.107 0.0 0.0 0.0 0.183
H -4.608 0.489 0.831 0.1 0.0 0.0 0.210
H -5.159 1.114 3.130 0.0 0.0 0.0 0.200
H -3.382 1.149 4.866 0.0 0.0 0.0 0.201
H -1.064 0.514 4.244 0.0 0.0 0.1 0.225
H 4.372 -1.079 0.187 -0.1 0.0 0.0 0.211
H 5.850 -0.671 2.103 0.0 0.0 0.0 0.195
H 6.158 -0.103 4.463 0.0 0.0 0.0 0.195
H 5.234 0.558 6.649 0.0 0.0 0.0 0.198
H 2.781 0.829 6.911 0.0 0.0 0.0 0.199
H 1.280 0.427 5.003 0.0 0.0 0.0 0.221
C -0.090 5.449 -0.159 0.0 0.1 0.0 -0.263
C 1.086 4.884 -0.632 0.0 0.0 0.0 -0.241
C 1.169 3.511 -0.837 0.0 -0.1 -0.1 -0.267
C 0.107 2.625 -0.577 0.1 -0.1 0.1 -0.411
C -1.065 3.249 -0.116 -0.1 -0.2 -0.1 -0.276
C -1.175 4.620 0.088 0.0 0.0 0.0 -0.229
H -0.157 6.517 0.021 0.0 0.0 0.0 0.190
H 1.950 5.510 -0.834 0.0 0.0 0.0 0.189
H 2.106 3.118 -1.223 0.0 0.0 0.1 0.188
H -1.940 2.639 0.105 0.0 0.0 0.1 0.180
H -2.108 5.038 0.452 0.0 0.0 0.0 0.189
```
Forces are in eV/Å.

As for the net charge: -1. For the energy relative to the best compared isomer or geometry (same formula, charge and spin), the calculation gives 12.3 kcal/mol. The HOMO energy comes out at -0.1459 Eh.



We obtain energy values of -44577.17926 -25371.08459 -7921.24216 -12288.55159 -35217.05183 eV for the records listed above, in that order.